C28H21ClF6N6O5S2Sn | wB97M-V/def2-TZVPD

Geometry as XYZ:
```
70
Properties=species:S:1:pos:R:3
Sn -2.403 -2.400 -1.178
F -1.616 -4.873 3.351
C -1.917 -3.598 3.471
F -2.744 -3.406 4.469
F -0.818 -2.876 3.622
S -2.690 -3.010 1.902
O -1.890 -3.636 0.800
O -2.633 -1.562 1.883
N -4.120 -3.643 1.989
S -5.176 -3.187 0.902
O -6.194 -4.148 0.677
O -4.469 -2.651 -0.323
C -6.011 -1.665 1.577
F -5.339 -0.578 1.197
F -7.225 -1.625 1.075
F -6.045 -1.726 2.888
C 8.548 5.521 2.500
O 8.556 4.111 2.142
C 7.440 3.498 1.843
C 6.169 4.118 1.831
C 5.072 3.373 1.514
C 5.189 1.992 1.193
C 6.478 1.391 1.203
C 7.574 2.120 1.518
C 4.015 1.277 0.874
N 2.777 1.806 0.848
C 1.965 0.813 0.485
C 2.669 -0.371 0.272
N 3.964 -0.063 0.525
C 2.046 -1.589 -0.157
C 2.685 -2.828 -0.303
C 1.975 -3.914 -0.745
C 0.630 -3.749 -1.068
N 0.013 -2.581 -0.920
C 0.680 -1.509 -0.444
C -0.097 -0.268 -0.183
N -1.435 -0.291 -0.384
C -2.167 0.772 -0.040
C -1.604 1.930 0.471
C -0.244 1.986 0.630
C 0.529 0.866 0.308
H 9.579 5.769 2.707
H 7.941 5.678 3.386
H 8.180 6.115 1.668
H 6.063 5.166 2.070
H 4.089 3.823 1.501
H 6.610 0.342 0.963
H 8.566 1.687 1.536
H 4.750 -0.688 0.471
H 3.733 -2.937 -0.051
H 2.438 -4.885 -0.847
H 0.037 -4.569 -1.453
H -3.236 0.685 -0.168
H -2.237 2.764 0.739
H 0.243 2.872 1.016
Cl -2.524 -4.406 -2.367
C -5.723 1.849 -5.065
C -4.996 0.941 -4.109
C -5.668 0.000 -3.343
C -4.967 -0.852 -2.515
N -3.622 -0.793 -2.408
C -2.960 0.135 -3.136
C -3.608 1.004 -3.979
H -6.801 1.714 -5.008
H -5.403 1.642 -6.088
H -5.488 2.894 -4.859
H -6.746 -0.076 -3.386
H -5.469 -1.596 -1.922
H -1.882 0.159 -3.030
H -3.036 1.736 -4.538
```

Energy relative to the best compared isomer or geometry (same formula, charge and spin) (eV): 1.827
Orbital gap (eV): 3.56
Total charge: +2